The molecule C16H27BrF9N5O3S2 at a distorted geometry, computed with ωB97M-V with the def2-TZVPD basis set.

Each line ends with the Löwdin charge.
Cartesian coordinates (Å):
C -3.96 0.25 0.93  -0.144
N -2.84 -0.03 -0.02  -0.125
C -1.86 1.07 -0.07  -0.169
C -1.26 1.42 -1.51  -0.371
C 0.22 2.04 -1.21  -0.168
C 0.12 3.50 -0.50  -0.435
S 0.88 3.54 1.20  0.907
C -0.27 4.36 2.38  -0.536
N -1.68 4.42 2.46  -0.009
N -1.99 5.15 3.59  -0.009
C -0.75 5.52 4.18  -0.117
O 0.37 5.06 3.45  -0.051
C -0.94 0.10 -2.42  -0.225
N -0.49 -1.07 -1.61  -0.499
Br -1.52 -2.53 -2.29  0.758
C 0.97 -1.36 -1.75  -0.272
C 1.23 -2.78 -1.01  -0.238
C 2.66 -2.84 -0.27  -0.197
C 2.88 -4.34 0.24  -0.082
C 3.18 -4.45 1.84  -0.314
F 2.19 -3.60 2.44  0.053
F 2.96 -5.83 2.15  0.048
C 4.68 -3.96 2.09  -0.306
F 5.58 -4.46 1.10  0.056
F 4.77 -2.54 1.96  0.060
S 5.42 -4.40 3.75  0.995
F 5.47 -2.77 4.18  -0.189
F 6.98 -4.18 3.12  -0.188
F 5.54 -6.02 3.39  -0.160
F 3.95 -4.55 4.51  -0.157
F 6.15 -4.74 5.21  -0.167
O -1.94 2.46 -2.24  -0.063
C -3.36 2.36 -2.21  -0.338
O -3.90 1.16 -2.83  -0.042
C -3.91 3.60 -3.14  -0.181
N -4.81 3.16 -4.24  -0.039
H -4.81 -0.53 0.83  0.091
H -4.35 1.32 0.88  0.072
H -3.54 0.10 1.99  0.090
H -3.17 -0.35 -0.94  0.061
H -2.31 2.04 0.36  0.116
H -0.97 0.83 0.62  0.131
H 0.71 2.23 -2.23  0.123
H 0.85 1.32 -0.58  0.100
H 0.71 4.25 -1.15  0.090
H -0.94 3.89 -0.41  0.085
H -0.66 6.11 5.15  0.141
H -0.03 0.41 -3.07  0.121
H -1.77 -0.15 -3.15  0.077
H 1.32 -1.35 -2.84  0.123
H 1.62 -0.60 -1.19  0.117
H 0.44 -3.00 -0.20  0.115
H 1.26 -3.57 -1.84  0.101
H 3.54 -2.59 -0.97  0.128
H 2.68 -2.04 0.55  0.112
H 3.62 -4.94 -0.38  0.135
H 1.87 -4.88 0.11  0.135
H -3.84 2.57 -1.18  0.153
H -4.76 0.93 -2.41  0.118
H -4.51 4.32 -2.47  0.112
H -3.03 4.20 -3.58  0.126
H -5.70 2.82 -3.86  0.065
H -4.95 3.92 -4.92  0.073

2S+1: 1
Calculated total energy, eV: -146783.2626
M, g mol⁻¹: 652.4
Net charge: 0
SMILES: CNC[C@@](CCSc1nnco1)(CN(Br)CCCCC(F)(F)C(F)(F)S(F)(F)(F)(F)F)O[C@H](O)CN